C4H6N2O | ωB97M-V/def2-TZVPD

Atoms and positions in Å:
C  1.087  -2.036  -0.920
O  0.881  -0.632  -1.070
C  0.029  -0.028  -0.202
N  -0.534  -0.596  0.839
N  -1.273  1.017  1.614
C  -0.840  1.890  0.709
C  -0.260  1.352  -0.398
H  1.815  -2.350  -1.672
H  1.476  -2.283  0.069
H  0.142  -2.552  -1.072
H  -1.414  1.434  2.566
H  -0.905  2.963  0.890
H  -0.205  1.822  -1.354

Calculated values
E_LUMO = -0.1806 eV
gap between HOMO and LUMO = 8.237 eV
E = -340.6370 hartree
max |F| = 2.3 eV/A

---

C4H6N2O | ωB97M-V/def2-TZVPD

Atoms and positions in Å:
H  -2.415  1.600  -0.429
N  -1.649  0.941  -0.450
C  -1.893  -0.144  0.149
O  -0.974  -1.124  0.226
C  0.273  -0.802  -0.393
C  1.093  0.094  0.542
C  2.351  0.514  -0.079
N  3.338  0.847  -0.581
H  -2.807  -0.443  0.673
H  0.086  -0.286  -1.337
H  0.776  -1.752  -0.577
H  0.511  0.989  0.779
H  1.310  -0.435  1.476

Calculated values
E_LUMO = 0.7310 eV
gap between HOMO and LUMO = 11.434 eV
structure (SMILES) = [H]/N=C/OCCC#N
E = -340.7464 hartree
max |F| = 1.1 eV/A

---

Which of these has the lowest gap between HOMO and LUMO?
number 1